ORCA calculation (ωB97M-V/def2-TZVPD) on one molecule with the formula C15H23N5O3 in a non-equilibrium geometry.

ORCA input file:
```
! RIJCOSX wB97M-V def2-TZVPD def2/J DEFGRID3
* xyz 0 1
C 1.849 -0.381 -0.768
C 0.990 0.331 0.288
C 1.082 -0.997 -1.972
C 2.108 -0.943 -3.350
C 1.400 -1.307 -4.647
C -0.258 -3.024 -5.361
C 0.548 1.049 2.607
C 1.248 0.892 3.958
C -0.932 0.533 2.734
C -1.824 1.639 3.214
C -2.345 1.693 4.497
C -2.242 2.582 2.259
C -3.182 2.853 4.844
C -3.199 3.608 2.491
C -3.692 3.641 3.856
H 3.364 -1.589 -0.808
H 2.082 -2.297 -0.049
H 2.705 0.186 -1.070
H 0.715 -2.162 -1.696
H 0.216 -0.237 -1.902
H 3.171 -1.562 -3.363
H 2.512 0.209 -3.585
H 0.989 -0.353 -4.911
H 2.155 -1.782 -5.291
H -0.028 -2.246 -3.491
H 1.037 -2.451 -6.676
H -1.262 -4.590 -4.303
H -2.000 -4.079 -5.640
H 2.064 -0.367 1.920
H 0.530 2.088 2.360
H -0.845 -0.206 3.600
H -1.118 0.005 1.854
H -2.004 1.271 5.448
H -1.642 2.334 1.315
H -3.348 3.064 5.950
H -3.576 4.275 1.606
H -4.604 4.376 4.108
H 1.430 1.380 5.668
N 2.575 -1.456 -0.140
N 0.372 -2.252 -4.453
N 0.148 -3.065 -6.650
N -1.413 -3.726 -4.899
N 1.281 0.231 1.625
O 0.011 1.003 -0.097
O 2.210 0.174 3.984
O 0.721 1.657 4.933
*
```

Results
SMILES string: [H]/N=C(/N)NCCC[C@H](N)C(=O)N[C@@H](Cc1ccccc1)C(=O)O
ΔE to the lowest compared entry with this formula, charge and spin: 510.6 kJ/mol
LUMO energy: 0.47 eV
Orbital gap: 8.95 eV
Strongest force on any atom: 4.5 eV/A

=====

ORCA calculation (ωB97M-V/def2-TZVPD) on a 3-piece molecular cluster, C4H14O2S2 overall in a non-equilibrium geometry.

ORCA input file:
```
! RIJCOSX wB97M-V def2-TZVPD def2/J DEFGRID3
* xyz 0 1
C 2.560 0.247 -0.437
C 1.369 0.967 -1.088
C 2.129 -0.677 0.725
S 1.384 -2.163 0.007
S 0.384 -2.989 1.604
C -1.322 -2.456 1.417
H 3.008 -0.378 -1.203
H 3.244 0.968 0.013
H 0.429 1.050 -0.529
H 1.615 2.005 -1.322
H 1.117 0.490 -2.024
H 2.997 -0.950 1.322
H 1.409 -0.149 1.332
H -1.903 -3.155 0.819
H -1.754 -2.490 2.429
H -1.385 -1.428 1.078
H -1.492 3.628 -0.517
H -2.808 2.872 -0.727
O -2.180 3.150 -0.041
H -2.257 0.803 -0.664
H -3.704 0.266 -0.885
O -2.839 0.389 -1.309
*
```

Results
SMILES string: CCCSSC.O.O
ΔE to the lowest compared entry with this formula, charge and spin: 14.1 kJ/mol
LUMO energy: 0.54 eV
Orbital gap: 9.28 eV
Strongest force on any atom: 1.4 eV/A

=====

ORCA calculation (ωB97M-V/def2-TZVPD) on CH4NO as an isolated structure in a non-equilibrium geometry.

ORCA input file:
```
! RIJCOSX wB97M-V def2-TZVPD def2/J DEFGRID3
* xyz 1 1
C 0.252 -1.025 -0.495
N -0.409 1.069 0.473
O -0.502 -0.113 -0.113
H -0.075 -1.805 -1.170
H 1.265 -1.083 -0.234
H 0.790 1.570 0.761
H -1.320 1.386 0.779
*
```

Results
ΔE to the lowest compared entry with this formula, charge and spin: 462.6 kJ/mol
LUMO energy: -6.28 eV
Orbital gap: 9.89 eV
Strongest force on any atom: 6.4 eV/A

=====

ORCA calculation (ωB97M-V/def2-TZVPD) on one molecule with the formula C4H5I in a non-equilibrium geometry.

ORCA input file:
```
! RIJCOSX wB97M-V def2-TZVPD def2/J DEFGRID3
* xyz 0 1
C -0.178 0.654 -1.188
C -0.986 -0.349 -0.896
C 0.441 -0.277 -0.254
C 0.577 0.099 1.142
I -2.826 -1.330 -1.192
H -0.189 1.697 -1.407
H 1.239 -1.060 -0.710
H 0.905 -0.852 1.689
H -0.383 0.476 1.649
H 1.401 0.942 1.168
*
```

Results
SMILES string: C[C@@H]1C=C1I
ΔE to the lowest compared entry with this formula, charge and spin: 182.2 kJ/mol
LUMO energy: 0.28 eV
Orbital gap: 9.23 eV
Strongest force on any atom: 3.9 eV/A

=====

ORCA calculation (ωB97M-V/def2-TZVPD) on C18H16Cl3N2O10P2RuS2 as an isolated structure in a non-equilibrium geometry.

ORCA input file:
```
! RIJCOSX wB97M-V def2-TZVPD def2/J DEFGRID3
* xyz -2 2
Ru -1.623 -0.317 0.563
C 3.071 -0.896 0.521
C 1.581 -1.102 0.418
N 0.784 -0.088 0.303
N 1.278 1.154 0.263
C 0.522 2.074 -0.212
S -1.026 1.854 -0.940
S 1.247 3.686 -0.106
C 1.167 4.139 -1.893
C 2.129 3.296 -2.656
C 1.732 2.052 -3.137
C 2.627 1.243 -3.812
C 3.928 1.667 -4.026
C 4.333 2.900 -3.544
C 3.442 3.704 -2.856
C 1.045 -2.428 0.356
C 1.724 -3.506 0.929
C 1.215 -4.780 0.886
C -0.002 -5.012 0.236
C -0.677 -3.996 -0.379
C -0.198 -2.650 -0.348
O -0.783 -1.733 -1.002
H 3.287 0.160 0.382
H 3.579 -1.482 -0.243
H 3.432 -1.210 1.498
H 1.417 5.198 -1.925
H 0.134 3.968 -2.193
H 0.720 1.715 -2.967
H 2.304 0.275 -4.168
H 4.629 1.030 -4.549
H 5.350 3.234 -3.701
H 3.768 4.659 -2.466
H 2.640 -3.318 1.469
H 1.730 -5.585 1.394
H -0.409 -6.015 0.230
H -1.637 -4.158 -0.844
O -1.802 -1.502 4.674
P -1.672 -1.618 3.060
O -1.352 -2.985 2.642
O -0.723 -0.495 2.648
O -3.157 -1.085 2.626
P -4.007 -1.992 1.508
O -5.249 -0.997 1.281
O -4.484 -3.252 2.085
O -3.150 -1.972 0.264
H -2.038 -0.603 4.904
H -4.936 -0.243 0.764
Cl -1.710 2.239 2.279
C -3.429 2.639 2.193
Cl -4.254 1.832 3.548
Cl -3.641 4.373 2.352
C -4.132 2.107 0.841
O -5.095 2.747 0.477
O -3.630 1.072 0.377
*
```

Results
ΔE to the lowest compared entry with this formula, charge and spin: 412.0 kJ/mol
LUMO energy (spin up / spin down): 3.56 / 3.96 eV
Orbital gap (spin up / spin down): 6.04 / 6.57 eV
Strongest force on any atom: 5.3 eV/A

=====

ORCA calculation (ωB97M-V/def2-TZVPD) on one molecule with the formula C2H7NO2S in a non-equilibrium geometry.

ORCA input file:
```
! RIJCOSX wB97M-V def2-TZVPD def2/J DEFGRID3
* xyz 0 1
C -0.458 -0.263 -1.457
C -0.011 0.607 -0.303
N 1.341 -2.158 2.194
O 2.606 -0.284 1.327
O 0.134 -0.270 0.787
S 1.326 -0.666 1.851
H 0.422 -0.916 -1.631
H -1.252 -0.994 -1.226
H -0.752 0.341 -2.380
H -0.442 1.518 0.062
H 0.998 1.001 -0.549
H 0.634 -2.444 2.880
H 1.145 0.222 2.994
*
```

Results
SMILES string: CCO[S@@H](=N)=O
ΔE to the lowest compared entry with this formula, charge and spin: 359.1 kJ/mol
LUMO energy: 0.36 eV
Orbital gap: 10.54 eV
Strongest force on any atom: 3.6 eV/A

=====

ORCA calculation (ωB97M-V/def2-TZVPD) on a 2-piece molecular cluster, C3H11NOS overall in a non-equilibrium geometry.

ORCA input file:
```
! RIJCOSX wB97M-V def2-TZVPD def2/J DEFGRID3
* xyz 0 1
C 4.771 -0.363 1.950
S 5.088 -0.664 0.216
C 3.462 -1.200 -0.388
H 3.752 -0.661 2.136
H 5.443 -0.625 2.797
H 4.775 0.768 2.077
H 3.349 -2.225 -0.231
H 3.462 -1.188 -1.472
H 2.763 -0.732 0.389
N -4.689 1.350 -1.947
C -4.882 0.922 -0.551
O -3.806 0.109 -0.262
H -4.065 0.734 -2.441
H -4.590 2.445 -2.189
H -5.839 0.405 -0.444
H -4.976 1.680 0.249
H -4.021 -0.752 0.110
*
```

Results
SMILES string: CSC.NCO
ΔE to the lowest compared entry with this formula, charge and spin: 218.0 kJ/mol
LUMO energy: 0.85 eV
Orbital gap: 9.12 eV
Strongest force on any atom: 4.0 eV/A

=====

ORCA calculation (ωB97M-V/def2-TZVPD) on a 4-piece molecular cluster, C29H49F4N5O13P overall in a non-equilibrium geometry.

ORCA input file:
```
! RIJCOSX wB97M-V def2-TZVPD def2/J DEFGRID3
* xyz 1 1
C 4.120 2.113 2.442
C 3.663 2.120 0.992
O 3.133 3.416 0.592
P 1.595 3.747 0.672
O 1.342 5.182 0.834
C 0.858 2.851 2.061
C -0.673 3.034 1.943
C -1.459 1.781 1.875
N -2.537 1.623 1.125
C -3.126 2.653 0.262
O -2.695 2.857 -0.816
N -4.216 3.258 0.877
C -4.411 4.652 0.651
O -4.464 5.441 1.520
F -4.559 4.918 -0.626
C -3.049 0.323 1.237
C -4.211 -0.159 0.458
C -3.875 -0.412 -1.037
N -4.861 -1.246 -1.692
C -2.267 -0.302 2.116
C -2.394 -1.714 2.617
C -2.016 -2.745 1.555
F -3.718 -1.880 2.985
N -1.286 0.616 2.495
N -0.255 0.395 3.400
C -0.709 0.425 4.778
O -1.765 0.066 5.154
F 0.237 0.956 5.528
C 0.566 -0.724 3.113
O 0.969 -1.485 3.914
F 0.830 -0.762 1.808
O 0.810 3.154 -0.580
C 1.468 2.427 -1.646
C 1.482 0.919 -1.414
H 4.078 1.082 2.784
H 3.470 2.695 3.093
H 5.146 2.453 2.538
H 4.520 1.936 0.352
H 2.938 1.329 0.825
H 1.227 3.284 2.985
H 1.162 1.809 2.000
H -1.027 3.609 2.802
H -0.898 3.640 1.066
H -4.202 3.114 1.881
H -4.577 -1.095 0.871
H -5.018 0.575 0.509
H -2.904 -0.898 -1.121
H -3.815 0.530 -1.580
H -5.792 -0.869 -1.588
H -4.826 -2.181 -1.301
H -1.772 -1.848 3.500
H -1.380 -2.316 0.784
H -2.914 -3.146 1.087
H -1.478 -3.576 2.005
H 2.451 2.838 -1.856
H 0.859 2.624 -2.525
H 2.395 0.463 -1.794
H 1.318 0.667 -0.367
H 0.656 0.466 -1.964
O -5.620 -4.095 -0.174
C -6.774 -4.066 0.174
O -7.576 -5.063 -0.205
C -8.919 -5.224 0.277
C -9.911 -4.403 -0.517
C -7.339 -2.903 0.959
H -8.968 -5.018 1.346
H -9.126 -6.284 0.151
H -9.718 -3.333 -0.427
H -10.925 -4.597 -0.168
H -9.851 -4.661 -1.574
H -7.595 -2.106 0.261
H -6.568 -2.547 1.639
H -8.217 -3.145 1.552
O 5.501 -0.376 1.769
C 6.655 -0.400 1.425
O 6.941 -0.082 0.153
C 8.283 0.078 -0.330
C 8.904 -1.241 -0.734
C 7.755 -0.839 2.360
H 8.889 0.618 0.398
H 8.183 0.726 -1.199
H 8.999 -1.920 0.113
H 9.896 -1.076 -1.155
H 8.285 -1.733 -1.483
H 7.794 -1.928 2.359
H 7.502 -0.502 3.362
H 8.738 -0.448 2.112
O 3.441 -0.929 -2.933
C 3.729 -0.572 -4.045
O 3.723 0.749 -4.303
C 4.198 1.308 -5.537
C 3.135 1.300 -6.614
C 4.015 -1.555 -5.152
H 5.114 0.807 -5.853
H 4.469 2.332 -5.287
H 2.829 0.287 -6.873
H 3.508 1.786 -7.515
H 2.250 1.835 -6.271
H 3.066 -1.891 -5.570
H 4.526 -2.411 -4.718
H 4.636 -1.163 -5.952
*
```

Results
LUMO energy: -2.74 eV
Orbital gap: 8.99 eV
Strongest force on any atom: 1.5 eV/A

=====

ORCA calculation (ωB97M-V/def2-TZVPD) on C21H63B2F3N5O8PtS as an isolated structure in a non-equilibrium geometry.

ORCA input file:
```
! RIJCOSX wB97M-V def2-TZVPD def2/J DEFGRID3
* xyz -1 3
Pt -0.443 2.734 3.867
B 3.774 4.955 4.069
H 4.260 5.027 5.030
H 4.536 5.103 3.320
H 3.374 3.964 3.925
H 2.948 5.621 3.874
B 0.706 0.508 0.710
H 1.398 0.159 -0.040
H -0.345 0.441 0.476
H 1.014 0.077 1.650
H 0.946 1.558 0.780
C -4.362 9.381 2.930
F -4.401 10.716 3.243
F -4.869 8.674 3.896
F -4.964 9.241 1.782
S -2.478 8.842 2.709
O -1.844 9.078 4.020
O -2.365 7.397 2.409
O -1.947 9.659 1.644
C -6.281 -3.721 -3.711
C -5.100 -3.902 -4.728
C -5.192 -2.830 -5.845
O -6.338 -3.254 -6.583
C -7.295 -2.247 -6.865
N -3.937 -3.568 -3.763
H -6.253 -4.428 -2.882
H -7.246 -3.855 -4.200
H -6.399 -2.721 -3.294
H -5.112 -4.898 -5.172
H -4.273 -2.657 -6.404
H -5.353 -1.838 -5.425
H -7.569 -1.892 -5.872
H -7.966 -2.877 -7.450
H -6.947 -1.439 -7.509
H -3.788 -4.122 -2.931
H -2.999 -3.327 -4.050
C 9.016 -0.086 0.357
C 7.488 -0.375 0.528
C 7.049 -0.853 1.919
O 7.992 -1.605 2.602
C 7.948 -3.000 2.300
N 6.759 0.803 0.165
H 9.368 0.311 -0.596
H 9.664 -0.941 0.550
H 9.438 0.653 1.037
H 7.111 -1.078 -0.215
H 6.035 -1.250 1.887
H 6.993 -0.070 2.675
H 7.406 -3.428 3.143
H 8.872 -3.528 2.066
H 7.342 -3.154 1.408
H 5.776 0.570 0.185
H 6.834 1.405 0.973
C 0.869 5.841 -4.670
C 1.303 7.297 -4.404
C 0.289 8.386 -4.671
O 0.891 9.714 -4.838
C -0.057 10.702 -4.806
N 1.855 7.413 -3.124
H 0.526 5.546 -5.662
H 0.078 5.455 -4.027
H 1.740 5.191 -4.588
H 2.017 7.543 -5.190
H -0.398 8.424 -3.825
H -0.381 8.139 -5.496
H -0.248 11.017 -3.780
H -0.996 10.410 -5.276
H 0.238 11.584 -5.376
H 2.594 6.726 -3.164
H 1.122 7.044 -2.536
C 2.072 -7.053 -0.645
C 1.865 -8.461 0.002
C 0.425 -8.863 0.295
O -0.329 -8.901 -0.908
C -1.650 -9.420 -0.767
N 2.569 -9.645 -0.539
H 1.957 -6.315 0.149
H 1.341 -6.783 -1.407
H 3.049 -6.955 -1.120
H 2.210 -8.215 1.006
H 0.100 -8.020 0.906
H 0.298 -9.739 0.932
H -2.204 -8.962 0.052
H -1.672 -10.509 -0.793
H -2.164 -9.089 -1.669
H 2.191 -9.828 -1.457
H 2.419 -10.522 -0.059
C -5.139 -1.836 5.240
C -3.971 -0.865 5.646
C -2.711 -1.664 5.875
O -1.507 -0.745 6.181
C -0.438 -1.611 6.693
N -3.681 0.159 4.695
H -5.556 -2.328 6.119
H -4.719 -2.557 4.538
H -5.986 -1.365 4.742
H -4.368 -0.503 6.594
H -2.477 -2.357 5.067
H -2.898 -2.303 6.738
H -0.372 -2.573 6.184
H -0.618 -1.756 7.758
H 0.525 -1.111 6.592
H -3.476 -0.314 3.826
H -4.509 0.643 4.379
*
```

Results
ΔE to the lowest compared entry with this formula, charge and spin: 190.2 kJ/mol
LUMO energy (spin up / spin down): -1.82 / -3.34 eV
Orbital gap (spin up / spin down): 3.67 / 2.16 eV
Strongest force on any atom: 5.7 eV/A

=====

ORCA calculation (ωB97M-V/def2-TZVPD) on a 4-piece molecular cluster, C3H14O4 overall in a non-equilibrium geometry.

ORCA input file:
```
! RIJCOSX wB97M-V def2-TZVPD def2/J DEFGRID3
* xyz 0 1
O -0.827 -2.778 -0.775
H 0.075 -2.608 -1.139
H -1.337 -3.275 -1.385
C -1.736 0.010 1.017
O -1.321 -0.054 -0.370
H -2.743 -0.447 1.150
H -1.050 -0.534 1.661
H -1.705 1.052 1.242
H -1.540 -0.988 -0.627
C 1.720 -1.304 -0.413
O 1.395 -1.276 -1.772
H 2.162 -2.307 -0.203
H 2.445 -0.597 -0.046
H 0.761 -1.194 0.128
H 0.644 -0.727 -1.813
C 0.316 2.513 0.587
O 1.319 3.463 0.914
H -0.416 2.475 1.361
H -0.145 2.767 -0.318
H 0.796 1.552 0.431
H 1.186 4.256 0.373
*
```

Results
SMILES string: CO.CO.CO.O
ΔE to the lowest compared entry with this formula, charge and spin: 211.8 kJ/mol
LUMO energy: 0.64 eV
Orbital gap: 10.93 eV
Strongest force on any atom: 2.2 eV/A

=====

ORCA calculation (ωB97M-V/def2-TZVPD) on a 2-piece molecular cluster, C2H7S2 overall in a non-equilibrium geometry.

ORCA input file:
```
! RIJCOSX wB97M-V def2-TZVPD def2/J DEFGRID3
* xyz -1 1
S 2.238 1.124 1.821
H 2.794 1.546 2.970
C 0.375 0.218 -0.797
C -0.994 -0.216 -0.350
S -1.912 -1.517 -1.342
H 0.375 0.655 -1.797
H 0.619 0.978 -0.041
H 1.106 -0.578 -0.690
H -1.603 0.666 -0.172
H -0.869 -0.650 0.643
H -2.129 -2.226 -0.245
*
```

Results
ΔE to the lowest compared entry with this formula, charge and spin: 45.5 kJ/mol
LUMO energy: 3.03 eV
Orbital gap: 5.74 eV
Strongest force on any atom: 1.1 eV/A

=====

ORCA calculation (ωB97M-V/def2-TZVPD) on C28H38F5GeIrO5Se4 as an isolated structure in a non-equilibrium geometry.

ORCA input file:
```
! RIJCOSX wB97M-V def2-TZVPD def2/J DEFGRID3
* xyz -1 2
Ir -1.271 0.747 0.079
C 2.656 -5.275 3.820
O 2.312 -3.927 3.642
C 1.271 -3.621 2.815
C 0.357 -4.552 2.301
C -0.636 -4.116 1.465
C -0.770 -2.783 1.050
C -1.766 -2.387 0.094
C -2.981 -3.245 -0.187
O -1.705 -1.321 -0.548
C 0.168 -1.821 1.573
O 0.183 -0.584 1.263
C 1.144 -2.297 2.478
H 3.593 -5.268 4.373
H 2.806 -5.777 2.860
H 1.903 -5.816 4.400
H 0.414 -5.598 2.558
H -1.314 -4.854 1.068
H -2.829 -4.304 -0.029
H -3.296 -3.063 -1.211
H -3.789 -2.909 0.462
H 1.847 -1.587 2.882
O -5.537 -0.711 2.562
C -5.324 -0.176 1.283
C -5.111 1.352 1.247
C -6.425 2.019 1.720
O -6.395 3.423 1.695
C -4.004 1.804 2.209
Se -2.352 0.707 2.321
C -4.859 1.814 -0.194
Se -3.720 0.651 -1.315
H -4.688 -0.709 3.025
H -6.208 -0.421 0.687
H -4.461 -0.661 0.811
H -6.668 1.644 2.726
H -7.241 1.734 1.051
H -5.619 3.724 2.184
H -4.394 1.803 3.232
H -3.667 2.818 1.970
H -4.394 2.802 -0.203
H -5.812 1.877 -0.723
C 1.081 -1.707 -4.667
C 1.818 -2.566 -3.653
C 2.382 -1.775 -2.475
C 1.334 -1.241 -1.506
Ge 0.364 0.514 -1.810
C 1.728 1.983 -2.058
C 2.466 2.005 -3.388
C 1.565 2.410 -4.550
C 2.314 2.409 -5.878
H 0.732 -2.309 -5.505
H 1.740 -0.931 -5.049
H 0.225 -1.231 -4.195
H 2.646 -3.075 -4.158
H 1.144 -3.339 -3.274
H 3.012 -0.965 -2.847
H 3.030 -2.454 -1.908
H 1.830 -1.060 -0.552
H 0.594 -2.021 -1.329
H -0.522 0.463 -3.091
H 2.447 1.846 -1.250
H 1.246 2.948 -1.895
H 2.897 1.024 -3.599
H 3.295 2.715 -3.312
H 1.161 3.407 -4.360
H 0.723 1.714 -4.606
H 3.153 3.103 -5.848
H 1.651 2.707 -6.689
H 2.703 1.415 -6.098
Se -1.092 3.024 -0.090
F 6.036 5.298 3.836
C 5.169 4.345 3.439
C 5.052 4.020 2.089
F 5.813 4.657 1.179
C 4.159 3.039 1.698
F 4.071 2.705 0.400
C 3.341 2.361 2.605
Se 2.093 1.089 2.025
C 3.500 2.690 3.954
F 2.767 2.025 4.863
C 4.391 3.662 4.373
F 4.524 3.957 5.680
*
```

Results
ΔE to the lowest compared entry with this formula, charge and spin: 387.4 kJ/mol
LUMO energy (spin up / spin down): -0.46 / -0.15 eV
Orbital gap (spin up / spin down): 3.46 / 3.62 eV
Strongest force on any atom: 2.3 eV/A